No. 1
{"formula": "C5H8CrLiO4", "method": "the ωB97M-V functional and the def2-TZVPD basis", "symbols": ["C", "C", "O", "Li", "H", "H", "H", "H", "O", "C", "C", "O", "O", "C", "Cr", "H", "H", "H", "H"], "xyz": [[2.79, -0.47, -1.54], [2.21, 0.89, -1.68], [2.28, 1.70, -0.68], [1.32, 3.57, -0.60], [3.38, -0.70, -2.44], [3.46, -0.50, -0.67], [2.01, -1.23, -1.36], [-0.48, 1.26, -1.35], [0.12, 2.45, 0.30], [0.16, 0.49, 2.57], [-0.95, 1.72, -0.14], [0.30, 0.03, 3.69], [-1.12, 0.36, 2.05], [-1.35, 0.49, 0.65], [1.56, 1.46, 1.22], [-1.83, 2.39, -0.14], [-0.87, -0.36, 0.15], [-2.44, 0.39, 0.53], [2.44, 1.34, -2.66]], "fmax_ev_per_a": 5.060, "homo_energy_ev": [-11.7, -11.7], "de_lowest_ev": 1.876, "spin_multiplicity": 5, "homo_lumo_gap_ev": [6.09, 6.04], "total_charge": 1}

No. 2
{"formula": "C35H18Cl6F5NO2PSSn", "method": "the ωB97M-V functional and the def2-TZVPD basis", "symbols": ["Sn", "Cl", "C", "C", "C", "C", "C", "C", "P", "C", "C", "C", "C", "C", "C", "C", "C", "C", "C", "C", "C", "H", "H", "H", "H", "H", "H", "H", "H", "H", "H", "H", "H", "H", "H", "Cl", "C", "C", "Cl", "C", "Cl", "C", "O", "C", "Cl", "C", "Cl", "O", "N", "C", "C", "C", "C", "C", "S", "H", "H", "H", "H", "F", "C", "C", "C", "F", "C", "F", "C", "F", "C", "F"], "xyz": [[-0.76, -1.22, 0.93], [0.29, -2.36, -2.11], [0.52, -1.19, -3.38], [0.63, -1.64, -4.67], [0.87, -0.73, -5.73], [1.02, 0.63, -5.42], [0.91, 1.08, -4.13], [0.65, 0.19, -3.04], [0.25, 0.80, -1.39], [-0.66, 2.36, -1.70], [-2.06, 2.29, -1.63], [-2.84, 3.39, -1.94], [-2.24, 4.59, -2.32], [-0.86, 4.67, -2.37], [-0.07, 3.57, -2.08], [1.89, 1.51, -0.90], [1.96, 2.45, 0.12], [3.18, 2.89, 0.60], [4.36, 2.36, 0.10], [4.30, 1.39, -0.89], [3.08, 0.97, -1.39], [0.54, -2.70, -4.87], [0.94, -1.09, -6.74], [1.24, 1.33, -6.22], [1.04, 2.14, -3.93], [-2.51, 1.36, -1.30], [-3.92, 3.32, -1.88], [-2.85, 5.45, -2.56], [-0.39, 5.61, -2.65], [1.01, 3.65, -2.11], [1.03, 2.84, 0.54], [3.22, 3.63, 1.40], [5.32, 2.69, 0.49], [5.22, 0.96, -1.27], [3.03, 0.21, -2.16], [-8.25, 0.31, 2.98], [-6.78, -0.01, 2.12], [-5.73, -0.69, 2.73], [-5.92, -1.25, 4.36], [-4.54, -0.91, 2.07], [-3.23, -1.71, 2.85], [-4.31, -0.47, 0.72], [-3.22, -0.62, 0.12], [-5.45, 0.17, 0.12], [-5.28, 0.65, -1.53], [-6.62, 0.41, 0.80], [-7.90, 1.28, 0.03], [1.61, -1.09, 1.05], [2.23, -0.49, 2.04], [3.55, -0.74, 2.18], [4.30, -0.13, 3.15], [3.69, 0.77, 4.02], [2.33, 0.98, 3.89], [1.57, 0.32, 2.92], [-0.13, 0.51, 2.85], [3.94, -1.44, 1.46], [5.35, -0.36, 3.23], [4.26, 1.29, 4.78], [1.80, 1.63, 4.57], [-1.63, -4.49, 0.31], [-0.62, -4.63, 1.20], [-0.21, -3.54, 1.94], [0.82, -3.80, 2.81], [1.30, -2.80, 3.61], [1.42, -5.04, 2.96], [2.42, -5.25, 3.84], [0.97, -6.10, 2.20], [1.51, -7.32, 2.34], [-0.07, -5.90, 1.31], [-0.52, -6.94, 0.58]], "fmax_ev_per_a": 1.280, "homo_energy_ev": [1.0, -2.3], "de_lowest_ev": 0.210, "spin_multiplicity": 2, "homo_lumo_gap_ev": [2.87, 6.19], "total_charge": -2}